# 1
This record from the Open Molecules 2025 dataset describes a cluster of 2 separate species, C8H11F2NOS in total. The level of theory is ωB97M-V/def2-TZVPD.

The geometry in XYZ format:
```
24
Properties=species:S:1:pos:R:3:forces:R:3
C -1.018382 2.552693 0.674311 0.84 -0.40 -0.63
C -0.691518 1.499948 0.185766 -0.31 1.42 1.08
C 2.237564 -0.955410 0.037716 3.23 1.96 -1.66
C 2.044101 0.182055 -1.068028 -1.04 0.51 4.17
C 1.356462 -0.638543 1.197904 2.05 0.23 1.12
C 0.527978 0.279381 -1.455163 1.53 -2.06 -2.31
C -0.045593 -0.780225 0.809691 -4.08 -0.06 0.80
C -0.334074 0.232115 -0.294198 -2.12 0.28 0.95
N -2.239331 0.139818 -1.330671 1.17 -0.11 2.75
O -4.581231 -0.445330 -0.658009 -1.37 0.02 0.20
F -3.343363 0.551821 1.183811 0.38 -0.57 -1.76
F -2.735027 -1.600349 0.485185 -0.79 1.39 -0.57
S -3.252272 -0.211606 -0.277646 2.20 -1.47 0.28
H -1.084763 3.575217 0.928477 -0.36 0.27 0.31
H 1.992118 -1.879737 -0.374567 -0.50 -1.88 -0.57
H 3.382939 -1.012080 0.272523 -2.09 0.21 -0.11
H 2.208450 0.968893 -0.295512 -0.11 0.59 -1.05
H 2.820748 0.381644 -1.776042 -0.03 -0.59 -0.95
H 1.559456 -1.387871 1.937320 0.00 -0.43 0.73
H 1.598341 0.334806 1.709417 -0.31 -0.68 -0.76
H 0.305050 1.180298 -1.999310 0.01 0.13 -0.52
H 0.282430 -0.639264 -2.066927 0.22 1.04 0.27
H -0.276471 -1.808794 0.389236 0.27 1.09 0.82
H -0.713614 -0.519488 1.784722 1.21 -0.90 -2.58
```
Positions in Å, forces in eV/Å.

As for the HOMO-LUMO gap (spin up / spin down): 8.77 / 8.77 eV. The electronic energy is -1039.12503 Eh. For the HOMO energy (spin up / spin down), the calculation gives -9.7 / -9.7 eV.


# 2
This record from the Open Molecules 2025 dataset describes the molecule C18H22N8O2S. The level of theory is ωB97M-V/def2-TZVPD.

The geometry in XYZ format:
```
51
Properties=species:S:1:pos:R:3:forces:R:3
C 2.069701 -0.591037 0.073786 -0.03 -0.01 -0.18
C 1.683325 -0.330883 -1.379935 0.51 -0.34 0.26
N 0.506509 0.499454 -1.451519 -0.60 0.65 -0.09
C -0.815448 0.165252 -1.582849 0.04 0.09 -0.02
C -1.351049 -1.188157 -1.901213 -0.20 0.60 -0.40
N -0.925029 -2.189873 -0.967112 0.34 -0.83 0.33
N -1.449024 -2.369628 0.219440 -0.81 0.84 -0.03
N -0.814229 -3.334564 0.774136 0.30 -0.56 0.47
C 0.122483 -3.750177 -0.107997 -0.48 0.82 -0.54
C 1.060155 -4.823595 0.137838 0.40 -0.44 0.07
C 1.014651 -5.516711 1.345333 -0.04 0.13 -0.15
C 1.909307 -6.542675 1.581118 0.05 -0.07 0.04
C 2.849735 -6.881668 0.620852 0.03 -0.04 0.02
C 2.897136 -6.191722 -0.580437 0.07 -0.04 -0.03
C 2.006806 -5.164354 -0.825711 -0.13 0.06 0.11
N 0.058570 -3.027707 -1.224007 0.35 -0.48 -0.01
N -1.561372 1.227050 -1.465999 -0.79 -0.90 -0.14
N -0.763991 2.283637 -1.253503 0.66 0.59 -0.02
C 0.468238 1.844146 -1.237268 -0.06 -0.13 -0.19
S 1.874485 2.822371 -0.978482 0.40 0.32 -0.11
C 0.977001 4.223491 -0.254391 0.06 -0.52 -0.21
C 0.178218 3.676771 0.930175 0.12 0.32 0.14
O 0.594593 2.720826 1.556974 0.09 -0.19 0.17
N -0.962071 4.312709 1.256264 -0.15 0.10 0.28
C -1.619292 5.383724 0.539584 -0.35 -0.01 -0.38
C -2.837582 4.805547 -0.197362 0.25 0.27 -0.13
O -3.725676 4.215705 0.723839 -0.21 0.10 0.04
C -3.093394 3.162935 1.420011 0.26 -0.12 0.28
C -1.871595 3.673393 2.193480 -0.25 -0.34 0.08
H 2.983923 -1.176211 0.110559 0.12 -0.08 0.03
H 1.287428 -1.138647 0.594496 -0.09 -0.07 0.03
H 2.226756 0.349105 0.596976 0.02 0.07 0.06
H 1.481643 -1.270492 -1.900308 0.10 0.23 -0.02
H 2.493302 0.196906 -1.891904 -0.09 -0.13 -0.06
H -2.440715 -1.116998 -1.875411 0.18 -0.02 -0.06
H -1.015977 -1.508979 -2.892881 -0.13 -0.08 0.21
H 0.275042 -5.237437 2.079547 -0.05 0.00 0.09
H 1.874671 -7.081716 2.516229 -0.01 -0.04 0.07
H 3.546997 -7.684954 0.808359 0.05 -0.06 0.02
H 3.630815 -6.457481 -1.327279 0.05 -0.02 -0.05
H 2.030225 -4.619191 -1.757035 0.02 0.03 -0.09
H 0.356678 4.643993 -1.040587 0.03 0.10 0.14
H 1.728576 4.939293 0.077961 -0.02 0.01 -0.03
H -0.944412 5.884826 -0.149604 -0.01 0.01 0.03
H -1.964792 6.114025 1.281013 0.05 0.01 -0.12
H -3.396346 5.594663 -0.703077 0.07 -0.01 -0.02
H -2.494128 4.056141 -0.924682 -0.04 0.15 0.05
H -3.838817 2.754273 2.103346 0.07 -0.04 -0.01
H -2.774429 2.386603 0.710619 -0.04 0.02 0.09
H -1.347550 2.848840 2.675929 -0.08 0.11 0.00
H -2.180051 4.409181 2.942688 0.00 -0.06 -0.01
```
Positions in Å, forces in eV/Å.

As for the HOMO-LUMO gap: 9.20 eV. The electronic energy is -1685.80985 Eh. For the HOMO energy, the calculation gives -8.7 eV. The SMILES is CCn1c(Cn2nnc(-c3ccccc3)n2)nnc1SCC(=O)N1CCOCC1.


# 3
This record from the Open Molecules 2025 dataset describes a cluster of 14 separate species, C49H122F3N7O32P4 in total. The level of theory is ωB97M-V/def2-TZVPD.

The geometry in XYZ format:
```
217
Properties=species:S:1:pos:R:3:forces:R:3
C -1.018600 -3.757761 -0.743491 0.01 1.30 -0.62
C -1.650139 -4.651152 -1.789818 -0.26 -1.63 0.95
C -0.666936 -5.688161 -2.366413 -0.15 0.14 -0.48
O -1.395057 -6.826207 -2.797506 -0.66 0.02 0.15
C -0.600768 -7.850431 -3.319076 0.68 0.20 -0.66
N -2.764098 -5.381249 -1.129264 -0.51 0.53 -0.41
H -1.790909 -3.059820 -0.412181 -0.04 -0.15 0.32
H -0.253177 -3.087646 -1.148136 0.17 -0.25 -0.16
H -0.589149 -4.254855 0.121706 -0.20 -0.34 -0.09
H -2.135802 -4.089946 -2.587434 0.31 0.20 -0.08
H 0.052789 -5.969767 -1.591561 0.05 -0.13 0.03
H -0.127985 -5.287913 -3.232992 0.23 0.17 0.11
H -0.258056 -7.601407 -4.335990 0.29 0.19 0.21
H -1.154230 -8.777069 -3.473626 -0.29 0.13 0.58
H 0.262918 -7.998041 -2.659857 0.02 -0.33 -0.19
H -2.440902 -6.111198 -0.504042 0.29 0.17 0.10
H -3.234384 -5.886595 -1.871630 -0.08 -0.19 0.09
C -1.381872 1.097886 -6.802616 -0.97 0.23 -0.41
C -2.015160 1.750718 -8.049830 0.63 -0.97 1.05
C -3.497175 1.425070 -8.106183 -0.03 0.16 -0.08
O -4.023454 1.655617 -9.398424 0.08 0.01 -0.20
C -5.187404 2.430090 -9.473566 -0.22 -0.02 -0.14
N -1.729866 3.187704 -8.065201 0.20 0.30 0.00
H -0.312757 1.302131 -6.806336 -0.85 -0.25 0.00
H -1.619556 0.034800 -6.754211 0.13 -0.13 0.04
H -1.819544 1.582028 -5.923371 0.16 -0.11 0.18
H -1.515537 1.214739 -8.860581 -0.23 0.55 -0.58
H -4.046847 1.988797 -7.343238 0.04 0.24 -0.02
H -3.643473 0.372063 -7.850881 0.07 -0.10 -0.04
H -5.058669 3.413024 -9.011325 0.03 0.02 0.07
H -6.063557 1.931912 -9.041257 0.07 -0.05 0.25
H -5.421602 2.568538 -10.528950 0.15 0.07 -0.03
H -0.723622 3.326668 -8.144251 -0.06 -0.23 -0.44
H -1.852745 3.542243 -7.115589 -0.48 -0.10 -0.04
C -5.073612 0.798773 1.423572 1.88 -1.05 0.07
C -5.681835 -0.275125 2.338282 -1.96 2.10 0.43
C -5.078200 -0.440759 3.709482 0.70 -1.15 0.82
O -5.008991 0.781282 4.405716 1.02 0.89 -0.56
C -4.576251 0.709988 5.754119 -0.92 -0.42 0.12
N -7.050335 0.260557 2.668063 -0.51 -0.31 -0.78
H -5.532108 0.905309 0.440953 -0.63 0.09 0.29
H -4.035011 0.565347 1.149065 0.02 0.03 0.22
H -5.030488 1.721427 1.998077 -0.21 0.18 -0.26
H -5.842196 -1.259470 1.898509 0.32 0.03 -0.15
H -4.119212 -0.977419 3.685671 0.20 0.40 -0.18
H -5.725197 -1.119506 4.282988 -0.21 -0.01 -0.16
H -3.621118 0.230032 5.972748 0.03 -0.30 -0.56
H -5.377868 0.162663 6.260287 0.28 -0.01 0.58
H -4.480435 1.707121 6.179695 -0.33 0.18 -0.31
H -6.961473 1.141168 3.165349 0.36 -0.18 0.34
H -7.460948 0.576977 1.790834 -0.19 -0.34 0.03
C 2.488143 -4.969905 -0.580880 -0.99 -0.42 -0.76
C 3.985246 -4.850354 -0.633733 0.90 -0.13 0.64
C 4.458378 -3.438944 -0.988198 -0.18 0.13 -0.70
O 4.367314 -3.204002 -2.388086 -0.04 -0.05 0.02
C 3.299273 -2.419125 -2.840253 -0.01 0.92 -0.13
N 4.496666 -5.264627 0.673111 0.37 0.12 0.77
H 2.168448 -5.985675 -0.334274 0.29 -0.03 0.32
H 1.989100 -4.809719 -1.541741 0.29 0.42 -0.05
H 2.030119 -4.289099 0.141411 0.17 0.09 0.04
H 4.444680 -5.579113 -1.305904 -0.38 0.25 -0.49
H 5.505606 -3.236944 -0.752236 0.07 -0.47 0.26
H 3.872387 -2.707338 -0.416030 -0.09 0.05 -0.09
H 3.110566 -1.565085 -2.176220 -0.08 -0.27 0.30
H 2.365471 -2.968371 -2.994914 0.01 -0.12 0.08
H 3.589699 -1.929698 -3.773261 0.00 -0.40 -0.15
H 5.465600 -5.556993 0.604393 -0.05 -0.07 -0.12
H 4.532606 -4.473477 1.309459 -0.25 0.06 0.21
C 1.144622 0.461892 -1.905244 0.18 -0.50 0.46
C -0.278263 0.095347 -2.271808 -0.62 -1.06 0.27
C -1.219441 0.126215 -1.053193 -0.51 0.47 0.56
O -0.645442 -0.559914 0.037949 1.24 -0.07 -0.12
C -1.327102 -0.574028 1.248987 -1.02 -0.71 0.32
N -0.780917 0.945744 -3.347605 -0.11 0.29 0.73
H 1.515194 -0.217320 -1.131937 -0.19 0.09 0.10
H 1.224537 1.475667 -1.502878 0.03 0.11 -0.22
H 1.822852 0.284626 -2.741571 -0.26 0.36 -0.16
H -0.300097 -0.956101 -2.578949 0.24 0.04 -0.36
H -2.212165 -0.319514 -1.213757 0.15 -0.10 -0.60
H -1.467840 1.176083 -0.823193 0.32 0.12 0.26
H -1.113704 0.271888 1.911155 -0.15 0.11 -0.24
H -1.115672 -1.482836 1.819218 0.62 0.04 -0.20
H -2.408520 -0.694009 1.088541 -0.03 0.50 -0.03
H -1.658898 0.588866 -3.720868 0.20 -0.18 -0.05
H -1.078023 1.780925 -2.842053 -0.04 0.36 -0.50
C -1.030204 -1.094855 7.099940 0.68 0.86 -0.94
C -1.131243 -2.034249 5.908663 0.13 -1.17 0.47
C -2.068068 -3.213032 6.234715 -2.01 0.21 1.14
O -3.389863 -2.644897 6.183496 -0.17 0.61 -0.17
C -4.488654 -3.479750 6.454379 0.35 -0.08 0.02
N -1.577860 -1.347128 4.683680 -0.07 -0.78 0.32
H -0.431426 -0.234966 6.781129 -0.11 -0.11 0.06
H -0.473376 -1.500330 7.941991 -0.46 -0.32 0.17
H -2.006108 -0.679262 7.348729 -0.03 -0.28 0.40
H -0.164020 -2.499811 5.707944 0.14 0.29 -0.01
H -2.003022 -3.563959 7.274853 0.84 -0.04 -0.07
H -2.105112 -4.103422 5.599150 0.66 0.26 -0.37
H -4.786587 -3.517422 7.508648 0.31 0.17 0.15
H -4.261284 -4.508348 6.157813 -0.28 -0.02 -0.27
H -5.324737 -3.049266 5.905489 -0.11 -0.34 -0.14
H -2.495930 -0.979594 4.920866 0.06 0.14 -0.04
H -1.829884 -2.157026 4.110942 0.13 0.42 -0.61
C 1.993016 0.696687 -7.376452 -0.18 -0.77 -1.03
C 1.800727 0.857965 -5.873619 0.77 0.82 0.39
C 3.152624 1.015815 -5.158550 0.05 -0.15 -0.92
O 3.924601 -0.147900 -5.405887 -0.29 0.44 0.62
C 5.316493 -0.028583 -5.257765 0.58 -0.17 -0.45
N 0.977450 2.068592 -5.653404 1.42 0.62 0.90
H 2.304925 1.619417 -7.872977 -0.23 0.34 0.44
H 1.067472 0.375449 -7.860732 -0.07 0.24 0.11
H 2.718966 -0.021264 -7.769021 0.16 -0.24 0.85
H 1.311263 0.055293 -5.318689 -0.24 -0.41 -0.72
H 2.938553 1.198820 -4.099733 0.34 -0.10 0.09
H 3.683611 1.881018 -5.577993 -0.02 0.16 0.08
H 5.791836 0.671087 -5.960935 -0.42 -0.02 -0.29
H 5.673418 -1.031852 -5.488400 0.35 0.11 0.21
H 5.714980 0.300768 -4.291468 -0.57 -0.28 0.32
H 1.626715 2.836696 -5.483712 -0.07 0.16 -0.27
H 0.482254 1.968435 -4.767426 -0.30 -0.25 -0.12
C 2.653732 -0.146987 1.825979 -0.42 1.66 -0.85
O 3.821875 -0.929067 1.627360 0.26 -0.63 0.18
P 4.616700 -1.651484 2.783911 0.90 0.65 0.28
O 4.092122 -2.959698 3.209442 0.39 0.57 -0.12
O 6.152133 -1.667598 2.327351 -1.13 -0.71 -0.41
C 6.773397 -0.469110 1.859311 0.51 0.17 -0.64
O 4.721684 -0.474858 3.869452 -1.05 0.02 0.00
C 5.331731 -0.703122 5.123855 1.00 -0.30 0.64
H 2.971858 0.874674 2.057749 -0.06 -0.16 0.68
H 1.880595 -0.509520 2.501530 0.45 -0.39 0.31
H 2.163689 0.025133 0.864626 0.11 -0.65 -0.11
H 7.654071 -0.283221 2.471182 -0.12 0.09 0.15
H 6.120005 0.401634 1.825853 -0.16 -0.11 0.35
H 7.113725 -0.622078 0.833894 -0.04 -0.22 0.04
H 6.296080 -0.191569 5.210780 -0.13 0.26 -0.42
H 5.590636 -1.753962 5.269908 -0.43 -0.08 0.08
H 4.721582 -0.327518 5.943164 -0.32 -0.18 -0.18
C -0.696861 1.959480 4.847486 0.29 -0.16 -0.13
O -0.368939 1.921475 6.239687 0.15 0.18 0.70
P 0.351092 3.180599 6.906704 -0.07 0.32 -0.67
O 0.690689 3.019659 8.319967 -0.24 -0.22 -0.29
O 1.567272 3.492751 5.912783 -0.09 0.16 0.78
C 2.777145 2.738650 6.117791 0.00 0.00 -0.29
O -0.587675 4.405669 6.515226 0.75 -0.05 0.48
C -1.689565 4.823948 7.313923 -0.79 0.70 -0.46
H -1.032817 0.962017 4.561931 -0.10 0.06 0.16
H 0.214018 2.180884 4.288463 -0.12 0.20 -0.08
H -1.464386 2.712244 4.666800 0.04 0.00 -0.12
H 2.823866 2.261296 7.095720 -0.33 -0.15 -0.04
H 3.641718 3.399182 6.078243 -0.17 0.23 -0.25
H 2.811544 2.025066 5.296416 0.31 -0.22 0.15
H -1.766511 5.910344 7.241291 0.16 -0.03 -0.26
H -1.675181 4.638179 8.386750 0.50 -0.70 -0.13
H -2.574283 4.408230 6.831190 -0.20 -0.07 0.41
C -0.382443 3.054122 1.670311 -1.01 -0.54 -0.46
O 0.537429 4.025858 2.193515 0.23 -0.30 -0.40
P 1.962806 4.094231 1.510406 0.80 0.46 0.75
O 2.171519 3.153496 0.414181 -0.03 0.18 -0.64
O 2.171971 5.641932 1.089848 -0.31 -1.26 0.31
C 2.206051 6.609559 2.138584 0.15 0.67 0.51
O 2.947818 3.818730 2.753497 -0.70 0.08 -0.47
C 4.323480 4.177560 2.662003 0.63 0.90 0.12
H -0.247120 2.778495 0.623317 0.53 0.41 -0.04
H -1.392491 3.455286 1.726050 0.07 0.20 0.35
H -0.358456 2.104328 2.201278 0.26 0.28 0.36
H 1.381796 6.542772 2.851461 -0.07 -0.43 -0.15
H 2.144733 7.608138 1.709915 0.11 -0.17 -0.32
H 3.146987 6.521634 2.681320 -0.05 0.08 0.03
H 4.522814 4.861982 3.488897 0.03 0.00 -0.03
H 4.556476 4.695138 1.729821 -0.12 -0.01 -0.04
H 5.043772 3.365551 2.747478 -0.59 -0.52 -0.01
C -4.277796 5.010994 -4.374556 -0.37 0.16 -0.51
O -2.840016 4.937867 -4.403961 0.40 0.26 1.33
P -2.157682 4.687622 -2.986514 1.68 0.29 -0.72
O -2.368121 3.385366 -2.351484 -0.60 0.06 0.54
O -0.615104 4.904798 -3.354900 -1.09 0.52 -1.10
C 0.449327 4.697988 -2.462623 0.13 -0.08 1.17
O -2.521726 5.982342 -2.122538 -0.66 -0.89 -0.21
C -2.662217 5.885625 -0.695526 0.39 0.78 0.07
H -4.602370 5.951180 -4.820186 0.26 -0.06 -0.24
H -4.724516 5.014937 -3.379433 0.32 -0.38 0.13
H -4.625731 4.170452 -4.969461 -0.26 0.03 0.14
H 1.115218 3.939008 -2.871805 -0.06 -0.07 0.15
H 0.075297 4.414919 -1.471819 0.12 -0.48 -0.15
H 1.015146 5.609876 -2.253534 -0.12 0.15 -0.55
H -2.185615 4.995781 -0.287277 0.06 0.02 -0.09
H -3.698933 5.919454 -0.360458 -0.09 -0.10 -0.37
H -2.167832 6.803451 -0.370901 -0.02 -0.28 0.49
C -5.147845 -1.729789 -1.559637 1.22 -1.06 1.04
C -4.872405 -2.996305 -2.357566 -0.71 0.12 -0.21
O -4.002674 -2.566303 -3.390969 -0.36 -0.79 0.52
C -3.879655 -1.228507 -3.360716 -0.18 0.46 0.13
O -3.313503 -0.583933 -4.176784 0.23 0.05 -0.23
O -4.470473 -0.710856 -2.262877 -0.56 0.38 -0.46
F -6.050859 -3.439858 -2.912410 0.07 0.01 -0.34
H -4.622571 -1.858166 -0.608629 -0.28 0.23 0.19
H -6.211086 -1.596380 -1.381680 0.00 0.45 -0.35
H -4.489813 -3.830619 -1.771549 0.49 0.07 -0.22
C 4.251652 1.551064 -1.152500 -0.41 -0.06 0.88
C 5.321912 2.611703 -1.118391 0.46 -0.79 -1.24
O 6.321088 1.968695 -1.878481 0.71 0.30 -0.16
C 6.217714 0.614718 -1.686640 -0.06 0.38 0.71
O 7.047255 -0.178029 -1.972878 0.00 -0.06 -0.14
O 5.061631 0.377071 -1.042914 0.06 -0.68 -0.05
F 5.787828 2.726451 0.170593 -0.13 0.30 0.08
H 3.681548 1.385343 -2.064764 -0.09 0.91 -0.02
H 3.619712 1.689769 -0.279266 -0.17 -0.43 -0.14
H 5.177113 3.594632 -1.552530 -0.31 0.03 0.16
C 1.355643 -5.108587 4.186468 0.82 -0.19 0.76
C 1.356835 -5.785758 2.833665 0.36 -0.21 -0.12
O 0.177402 -5.316243 2.201881 0.31 -0.55 0.23
C -0.556403 -4.606448 3.080441 0.26 1.42 -0.34
O -1.549140 -4.004563 2.799583 -0.14 -0.62 0.19
O 0.086347 -4.483370 4.250314 -0.18 0.16 0.28
F 1.298923 -7.147160 2.962612 -0.18 0.10 -0.14
H 2.215778 -4.440312 4.296919 -0.52 0.66 -0.44
H 1.477547 -5.751073 5.060618 -0.37 -0.56 -0.41
H 2.219946 -5.526346 2.220074 -0.08 -0.22 -0.11
```
Positions in Å, forces in eV/Å.

As for the HOMO-LUMO gap: 8.50 eV. The electronic energy is -6396.41569 Eh. For the HOMO energy, the calculation gives -8.4 eV.